Entry 1:
Entry from the OMol25 dataset: a molecular structure, C31H40BFeN13OS2 (wB97M-V/def2-TZVPD).

```
89
C31H40BFeN13OS2 | the OMol25 dataset | wB97M-V/def2-TZVPD
Fe 0.424 0.989 -0.217
C -0.783 -0.249 2.943
C 0.386 0.676 2.904
C 1.222 1.029 3.970
C 2.137 1.924 3.451
C 3.272 2.626 4.118
N 1.834 2.098 2.155
N 0.771 1.328 1.805
B 2.545 2.887 1.039
N 3.209 1.885 0.091
N 2.435 1.031 -0.624
C 3.245 0.288 -1.367
C 2.751 -0.751 -2.314
C 4.576 0.669 -1.125
C 4.509 1.685 -0.197
C 5.611 2.468 0.435
N 1.479 3.696 0.258
N 0.583 3.064 -0.545
C -0.075 4.003 -1.212
C -1.092 3.683 -2.257
C 0.387 5.271 -0.823
C 1.380 5.031 0.106
C 2.242 6.004 0.840
H -0.988 -0.536 3.974
H -1.666 0.231 2.523
H -0.581 -1.140 2.350
H 1.160 0.681 4.988
H 3.268 2.400 5.183
H 4.230 2.307 3.705
H 3.204 3.707 3.993
H 3.355 3.631 1.506
H 1.669 -0.817 -2.275
H 3.058 -0.511 -3.333
H 3.161 -1.729 -2.057
H 5.466 0.260 -1.574
H 6.565 2.163 0.008
H 5.487 3.539 0.271
H 5.653 2.302 1.513
H -1.457 2.665 -2.147
H -1.928 4.383 -2.210
H -0.646 3.767 -3.250
H 0.063 6.230 -1.192
H 1.900 7.018 0.639
H 2.213 5.835 1.916
H 3.284 5.926 0.526
C -2.794 -9.368 -0.739
C -2.185 -7.997 -0.589
O -2.800 -6.976 -0.760
S -0.455 -8.052 -0.160
C -0.098 -6.324 -0.059
C -0.107 -5.682 1.174
C 0.127 -4.319 1.250
C 0.354 -3.565 0.093
C 0.391 -4.238 -1.139
C 0.176 -5.600 -1.213
C 0.491 -2.147 0.127
C 0.422 -0.931 0.056
H -3.730 -9.397 -0.184
H -2.128 -10.156 -0.392
H -3.020 -9.528 -1.794
H -0.311 -6.252 2.071
H 0.108 -3.815 2.208
H 0.591 -3.662 -2.034
H 0.199 -6.109 -2.170
C -5.025 0.606 -2.157
C -4.965 1.995 -1.536
C -3.816 2.155 -0.590
N -2.910 1.267 -0.385
N -1.915 1.658 0.474
C -2.111 2.854 0.945
N -1.316 3.435 1.877
S -3.549 3.613 0.328
H -5.835 0.557 -2.884
H -5.200 -0.155 -1.396
H -4.091 0.364 -2.663
H -5.895 2.223 -1.009
H -4.866 2.751 -2.321
H -0.427 2.959 1.990
H -1.263 4.441 1.862
N -2.710 -1.756 -0.689
C -2.280 -2.263 -1.846
N -2.629 -3.529 -2.165
N -1.546 -1.598 -2.728
C -1.012 -0.471 -2.349
N -0.475 0.523 -2.076
H -3.274 -2.309 -0.068
H -2.632 -0.752 -0.509
H -2.923 -4.155 -1.434
H -2.087 -3.943 -2.904
```

- Kohn-Sham gap (spin up / spin down): 7.652 / 7.636 eV
- Strongest force on any atom: 0.0164 Eh/bohr
- Total charge: 0
- Lowest unoccupied orbital energy (spin up / spin down): 0.0169 / 0.0169 Ha

Atomic partial charges in e from the Löwdin method, atoms 1 to 4: Fe 0.41; C -0.03; C -0.31; C 0.02


Entry 2:
Entry from the OMol25 dataset: 3 unconnected molecules or ions with the total composition C22H40N3O4S (wB97M-V/def2-TZVPD).

```
70
C22H40N3O4S | the OMol25 dataset | wB97M-V/def2-TZVPD
C 0.308 -3.549 1.517
C 0.534 -3.068 0.436
C 0.764 -2.113 -0.703
C 0.743 -0.601 -0.245
C 2.112 -0.373 0.515
C 3.006 0.800 0.019
S 3.828 0.574 -1.604
C 4.012 -1.166 -1.920
N 4.711 -2.091 -1.356
N 4.427 -3.244 -2.048
C 3.580 -2.947 -2.974
O 3.269 -1.620 -2.974
C -0.383 -0.328 0.841
C -1.833 -0.339 0.282
C -2.427 -1.783 0.110
C -2.720 0.282 1.444
N -2.048 0.534 -0.881
O -3.249 0.508 -1.328
C -1.020 0.435 -1.930
C -1.340 -0.651 -3.030
C -1.115 1.802 -2.730
C 0.452 0.389 -1.414
H 0.160 -3.899 2.529
H 1.770 -2.348 -1.103
H 0.046 -2.332 -1.511
H 2.736 -1.291 0.494
H 1.903 -0.186 1.588
H 3.811 0.926 0.771
H 2.428 1.741 0.044
H 3.117 -3.619 -3.696
H -0.192 0.728 1.155
H -0.253 -0.936 1.750
H -2.287 -2.296 1.084
H -1.889 -2.392 -0.633
H -3.507 -1.757 -0.104
H -2.374 -0.076 2.433
H -3.749 -0.115 1.322
H -2.778 1.381 1.369
H -2.266 -0.294 -3.524
H -0.559 -0.655 -3.809
H -1.583 -1.640 -2.611
H -0.154 1.945 -3.267
H -1.288 2.634 -2.026
H -1.917 1.762 -3.487
H 0.717 1.440 -1.179
H 1.069 0.061 -2.277
C 3.711 -3.560 4.431
C 2.884 -2.515 5.163
C 1.934 -3.160 6.160
O 2.137 -1.750 4.217
H 3.066 -4.239 3.864
H 4.380 -3.085 3.712
H 4.309 -4.150 5.127
H 3.547 -1.821 5.683
H 1.230 -3.826 5.651
H 1.340 -2.400 6.671
H 2.479 -3.738 6.909
H 1.547 -2.352 3.750
C -3.894 4.705 -1.317
C -2.928 5.661 -2.000
C -3.656 6.595 -2.954
O -1.945 4.915 -2.716
H -4.402 4.075 -2.053
H -3.358 4.034 -0.643
H -4.648 5.247 -0.743
H -2.398 6.247 -1.247
H -4.156 6.028 -3.745
H -2.950 7.268 -3.444
H -4.402 7.194 -2.429
H -2.400 4.392 -3.386
```

- Spin multiplicity: 2
- Kohn-Sham gap (spin up / spin down): 9.094 / 9.534 eV
- Strongest force on any atom: 0.0623 Eh/bohr
- Total charge: 0
- Lowest unoccupied orbital energy (spin up / spin down): 0.0200 / 0.0053 Ha

Atomic partial charges in e from the Löwdin method, atoms 1 to 4: C 0.10; C -0.11; C -0.12; C -0.36


Entry 3:
Entry from the OMol25 dataset: C2H3N2OP in the gas phase (wB97M-V/def2-TZVPD).

```
9
C2H3N2OP | the OMol25 dataset | wB97M-V/def2-TZVPD
C 1.648 0.429 -0.030
C -0.283 -0.699 -0.010
N 2.369 -0.548 0.024
N 0.229 -1.802 0.022
O 0.264 0.511 -0.041
P -2.140 -0.392 -0.334
H 1.835 1.490 0.227
H -1.640 0.874 -0.717
H -2.283 0.137 0.860
```

- Kohn-Sham gap (spin up / spin down): 9.347 / 8.773 eV
- Energy above the lowest of the compared OMol25 structures with the same formula, charge and spin: 445.18 kJ/mol
- Strongest force on any atom: 0.0654 Eh/bohr
- Total charge: 0
- Lowest unoccupied orbital energy (spin up / spin down): -0.0453 / -0.0528 Ha

Atomic partial charges in e from the Löwdin method, atoms 1 to 4: C -0.35; C -0.80; N 0.23; N 0.22


Total energy for every record listed, in sequence, given in eV: -110952.695, -46952.841, -16433.833.